Here is 13 unconnected molecules or ions with the total composition C100H216N9O19P4 from OMol25. Energies are from ωB97M-V/def2-TZVPD.

Results
LUMO energy	-7.29	eV
HOMO-LUMO gap	5.596	eV
maximum force	0.148	hartree/bohr
spin multiplicity	1
total charge	+3

Atoms and positions in Å:
C1 33.58024 13.79097 28.08248
C2 33.15218 15.02317 27.23708
C3 33.23581 14.69677 25.75530
C4 32.16560 13.75181 25.19208
C5 30.75901 14.32330 25.51981
C6 30.52303 14.68744 26.97613
N1 31.70901 15.21371 27.59862
O1 31.50740 15.76176 28.65723
C7 30.35103 13.40530 27.85922
C8 29.40854 15.57814 27.18752
C9 33.93154 16.22408 27.59988
H1 33.31289 13.97137 29.11492
H2 34.63624 13.78789 27.98581
H3 33.15075 12.83844 27.86608
H4 34.23367 14.21457 25.66275
H5 33.32747 15.57856 25.10478
H6 32.27208 12.83215 25.68493
H7 32.30694 13.54643 24.11614
H8 30.05254 13.55279 25.25521
H9 30.57012 15.19479 24.86490
H10 31.23399 12.75903 27.93892
H11 29.81528 12.73912 27.31004
H12 29.96291 13.58920 28.83472
H13 29.09738 15.57442 28.20350
H14 28.57907 15.26549 26.60334
H15 29.55147 16.60488 26.91084
H16 34.88679 15.92410 27.17976
H17 34.14683 16.44073 28.65504
H18 33.52830 17.14863 27.18454
C10 29.80878 22.14860 24.10838
C11 31.03711 22.23322 23.19577
C12 32.42226 22.51754 23.81194
C13 33.64688 22.14523 22.93173
C14 33.49586 20.62245 22.57647
C15 32.22306 20.23343 21.85447
N2 31.09993 20.80151 22.55239
O2 30.04064 20.06647 22.76336
C16 32.08065 18.69697 21.94404
C17 32.20249 20.92246 20.39774
C18 30.77640 23.14956 21.98319
H19 29.80646 21.30654 24.76111
H20 28.89213 21.98392 23.54151
H21 29.67295 23.01280 24.65757
H22 32.60719 22.02455 24.77093
H23 32.36162 23.57163 24.06188
H24 34.55414 22.22566 23.49945
H25 33.63833 22.84052 22.05303
H26 33.65220 19.94940 23.43165
H27 34.22542 20.33438 21.81706
H28 32.98383 18.20404 21.61430
H29 31.29604 18.28571 21.27971
H30 31.82559 18.41657 22.97474
H31 32.63039 20.09927 19.82107
H32 32.96854 21.70933 20.48418
H33 31.26913 21.34584 19.95221
H34 30.49991 24.07988 22.43774
H35 29.91082 22.66918 21.50790
H36 31.60886 23.39787 21.29687
C19 26.05358 26.02662 21.69792
C20 26.14665 24.49171 21.44653
C21 24.77340 23.87063 21.57120
C22 23.81976 24.24369 20.37248
C23 24.43262 23.73002 19.12888
C24 25.73490 24.29499 18.78690
N3 26.56778 24.34139 20.02630
O3 27.76178 24.27393 19.84249
C25 25.67680 25.71973 18.27213
C26 26.46497 23.51333 17.75036
C27 27.14857 23.84507 22.27628
H37 27.00712 26.46454 21.94439
H38 25.32744 26.26453 22.47648
H39 25.83565 26.45655 20.73963
H40 24.28880 23.95717 22.47793
H41 24.97426 22.82020 21.35305
H42 23.70842 25.35238 20.32604
H43 22.82271 23.79042 20.55164
H44 23.77008 24.00236 18.27658
H45 24.42916 22.60115 19.19459
H46 25.18025 26.34955 19.01483
H47 24.92614 25.76653 17.48278
H48 26.70301 26.05765 18.01320
H49 25.79342 23.41780 16.89812
H50 26.75330 22.48396 17.98260
H51 27.32225 23.98609 17.25174
H52 27.99176 24.51354 22.42162
H53 27.57473 22.92186 21.85827
H54 26.76757 23.59652 23.23388
C28 27.97345 17.86431 24.35583
C29 26.93651 16.96322 23.69289
C30 25.92390 16.55461 24.78154
C31 25.04749 17.79158 25.19789
C32 24.12689 18.32137 24.12870
C33 24.99396 18.94214 22.95241
N4 26.17107 17.95616 22.71818
O4 26.74435 18.23911 21.64735
C34 25.80102 20.20164 23.39096
C35 24.21233 19.18424 21.68229
C36 27.46315 15.84656 22.90432
H55 28.45999 18.53208 23.63110
H56 28.63022 17.14292 24.97254
H57 27.52910 18.54835 25.07279
H58 26.48889 16.22472 25.65639
H59 25.27960 15.70626 24.56025
H60 25.64610 18.67133 25.56216
H61 24.41174 17.48944 26.06218
H62 23.31998 19.02929 24.50988
H63 23.54268 17.53594 23.70693
H64 26.55471 20.38733 22.65644
H65 26.24027 20.26355 24.39030
H66 24.99754 20.93543 23.24788
H67 24.83363 19.62604 20.91888
H68 23.49337 19.93562 22.08812
H69 23.77026 18.28436 21.40006
H70 28.34385 16.13458 22.30093
H71 26.74705 15.36890 22.25008
H72 27.79819 15.08276 23.62083
C37 18.42820 22.45878 21.22612
C38 17.07209 21.66150 21.27568
C39 16.98539 20.44328 22.17429
C40 17.90037 20.57176 23.42365
P1 18.01817 19.04095 24.31827
C41 19.45430 19.18986 25.35812
C42 19.95520 17.87901 26.02003
C43 21.38158 17.96188 26.45839
C44 21.70625 16.97990 27.59742
C45 16.57891 18.54843 25.35802
C46 15.20799 18.57140 24.75806
C47 14.11324 17.87950 25.73138
C48 13.22140 18.99151 26.27628
C49 18.28543 17.66691 23.12271
C50 19.66873 17.79731 22.60603
C51 20.11081 16.72988 21.54609
C52 20.22291 15.34058 22.21160
H73 18.25552 23.38883 20.65125
H74 19.21791 21.87421 20.75324
H75 18.83432 22.65248 22.19017
H76 16.76359 21.42995 20.24060
H77 16.38882 22.40877 21.65570
H78 17.26570 19.56273 21.63345
H79 15.94039 20.32221 22.47198
H80 17.54270 21.39736 24.01435
H81 18.91481 20.79421 23.06777
H82 19.33815 19.96418 26.10901
H83 20.26060 19.44764 24.63363
H84 19.90189 17.00380 25.37799
H85 19.41258 17.66362 26.91316
H86 21.50994 19.00069 26.80633
H87 22.09151 17.93440 25.63144
H88 21.72483 15.92826 27.31028
H89 21.04657 17.11445 28.48241
H90 22.76368 17.14880 27.88696
H91 16.62920 19.20754 26.20430
H92 16.74707 17.49600 25.61301
H93 15.18228 17.97548 23.88624
H94 14.80059 19.53580 24.48414
H95 14.58112 17.37325 26.55541
H96 13.55068 17.15356 25.16846
H97 12.43855 18.60654 27.01935
H98 12.68540 19.40204 25.43002
H99 13.93758 19.77769 26.57115
H100 17.55966 17.84281 22.32661
H101 18.10936 16.67170 23.53396
H102 20.42834 17.73747 23.41201
H103 19.83759 18.77169 22.11090
H104 21.06097 17.01458 21.08047
H105 19.37930 16.85226 20.77266
H106 20.31987 14.53003 21.51691
H107 19.29439 15.23694 22.84546
H108 21.09823 15.39170 22.86512
C53 21.78128 19.26552 18.54525
C54 23.03039 19.97364 18.03250
C55 24.03388 19.06026 17.35410
C56 24.88436 18.16931 18.32566
P2 26.12775 17.08415 17.59627
C57 25.25709 15.66788 16.76046
C58 24.00498 15.15065 17.59324
C59 23.77220 13.67892 17.57214
C60 23.57575 13.13311 16.12539
C61 27.06592 16.37102 19.01120
C62 28.21609 15.37261 18.75094
C63 28.96889 15.02692 20.01968
C64 30.26576 14.27749 19.75066
C65 27.16227 18.01983 16.48230
C66 27.65658 17.42753 15.22023
C67 28.57323 16.21608 15.28935
C68 28.80530 15.55352 13.95341
H109 22.18026 18.35397 19.02972
H110 21.11150 19.00322 17.75313
H111 21.24839 19.85251 19.28323
H112 23.57113 20.44819 18.86080
H113 22.69452 20.83315 17.42424
H114 24.74628 19.74388 16.79861
H115 23.58593 18.33086 16.55250
H116 24.30704 17.36578 18.82463
H117 25.34805 18.75087 19.07168
H118 26.00616 14.88801 16.63000
H119 24.98306 16.02617 15.79030
H120 23.09227 15.66582 17.26070
H121 23.99707 15.44507 18.64357
H122 22.84461 13.43447 18.12289
H123 24.67855 13.26132 18.06047
H124 24.37334 13.49024 15.44403
H125 22.61901 13.55446 15.69311
H126 23.53312 12.03449 16.13359
H127 26.27321 15.95043 19.62090
H128 27.46825 17.22942 19.50491
H129 28.98497 15.83451 18.12918
H130 27.86213 14.43763 18.38199
H131 28.32763 14.41346 20.66758
H132 29.16637 15.90064 20.53570
H133 30.72092 13.85067 20.73187
H134 30.94090 14.97691 19.22110
H135 30.16286 13.41404 19.06548
H136 27.97511 18.40046 17.05750
H137 26.63214 18.89784 16.20924
H138 28.19900 18.21515 14.69487
H139 26.85798 17.14246 14.56567
H140 28.10793 15.45767 15.93637
H141 29.50262 16.53226 15.79767
H142 29.67460 14.86960 14.12108
H143 29.08126 16.32377 13.20930
H144 27.95224 15.05201 13.66444
C69 19.18678 12.96938 25.71609
C70 20.42218 12.91225 24.85219
C71 21.71810 12.53914 25.58772
C72 23.00060 12.85327 24.79604
P3 23.64254 11.49619 23.79067
C73 23.86736 9.99380 24.64573
C74 24.75313 10.13445 25.91937
C75 25.47119 8.80136 26.30462
C76 26.47866 9.03055 27.47572
C77 25.21491 12.07751 23.13938
C78 26.23754 11.05816 22.68529
C79 27.38870 11.68872 21.87574
C80 26.85351 12.43090 20.62628
C81 22.42581 11.11666 22.55794
C82 22.98278 10.48349 21.25800
C83 21.87209 10.46379 20.13422
C84 22.53031 9.97593 18.85895
H145 18.27993 12.85282 25.13515
H146 19.12968 13.85713 26.33530
H147 19.11064 12.09419 26.38405
H148 20.64804 13.85432 24.35723
H149 20.26386 12.21100 24.02508
H150 21.70472 11.55686 26.04512
H151 21.63368 13.10193 26.49899
H152 23.86022 13.16655 25.43540
H153 22.79772 13.58628 23.97361
H154 24.31568 9.25209 23.89839
H155 22.84717 9.66108 24.79441
H156 24.09710 10.48920 26.70450
H157 25.50829 10.87678 25.76613
H158 26.09986 8.51665 25.45526
H159 24.75384 7.98395 26.62081
H160 26.01993 9.34466 28.41558
H161 27.08928 9.86977 27.18554
H162 27.15455 8.20444 27.71556
H163 25.65833 12.65818 23.89045
H164 24.94503 12.82197 22.32150
H165 25.80878 10.25530 22.10197
H166 26.70557 10.66301 23.58070
H167 27.89485 10.77359 21.53077
H168 28.19045 12.15122 22.50596
H169 27.65913 12.86794 20.04654
H170 26.20155 13.23109 20.91428
H171 26.29372 11.75084 19.95461
H172 21.94751 12.11190 22.26140
H173 21.60137 10.50905 22.96423
H174 23.36509 9.46410 21.27652
H175 23.86956 11.08682 20.97262
H176 21.42254 11.43628 19.96762
H177 21.08078 9.78398 20.47561
H178 21.74304 9.79564 18.10956
H179 23.11021 9.09741 19.16687
H180 23.23781 10.68890 18.44184
C85 25.16826 25.47906 32.12582
C86 24.82358 24.08007 31.60255
C87 25.89714 23.61428 30.64776
C88 25.52367 22.33546 29.95987
P4 26.64831 21.85410 28.61489
C89 26.09614 20.21897 28.05123
C90 25.61975 19.10634 29.01240
C91 26.56720 18.80045 30.19533
C92 27.82874 18.14758 29.67460
C93 26.67894 23.11205 27.38801
C94 25.32385 23.86629 27.17993
C95 25.16229 24.14967 25.66285
C96 23.78230 24.71868 25.17137
C97 28.31359 21.88878 29.21127
C98 29.40105 21.60985 28.13447
C99 30.79748 21.96215 28.61128
C100 31.68682 22.23994 27.36382
H181 25.31632 26.19780 31.27844
H182 26.08052 25.45896 32.63275
H183 24.39203 25.83590 32.81480
H184 23.89445 23.94039 31.03622
H185 24.84636 23.41812 32.45724
H186 26.76567 23.55470 31.31114
H187 26.15281 24.35173 29.92602
H188 24.53211 22.46395 29.51551
H189 25.41036 21.53943 30.63620
H190 26.89725 19.78091 27.47255
H191 25.31006 20.52296 27.29870
H192 25.50430 18.24243 28.30658
H193 24.63302 19.34102 29.41455
H194 26.09626 18.06906 30.87454
H195 26.81263 19.69555 30.77808
H196 28.22382 18.64979 28.78032
H197 27.45351 17.13494 29.44381
H198 28.59506 17.97371 30.43804
H199 27.10143 22.71486 26.47815
H200 27.38898 23.79670 27.78024
H201 25.25879 24.78878 27.67788
H202 24.43778 23.32740 27.44490
H203 25.37365 23.18720 25.13082
H204 25.93871 24.84676 25.44186
H205 23.19245 23.81838 25.22177
H206 23.82042 24.95519 24.08899
H207 23.43824 25.54553 25.73052
H208 28.42314 21.26961 30.15713
H209 28.44902 22.93927 29.50956
H210 29.17846 22.13715 27.18383
H211 29.27220 20.52138 27.87141
H212 31.19121 21.18354 29.27295
H213 30.76251 22.88530 29.21870
H214 31.25366 23.06264 26.81459
H215 31.75800 21.37264 26.71258
H216 32.67387 22.31014 27.81976
N5 27.51551 20.70281 20.03065
O5 27.64611 19.64792 19.33213
O6 28.35053 20.96416 20.91955
O7 26.56940 21.43945 19.73448
N6 27.08153 13.08744 25.92262
O8 27.54389 12.20256 26.61449
O9 27.76870 13.80767 25.23460
O10 25.88623 13.33662 25.91057
N7 30.93576 18.70855 25.73334
O11 29.89874 19.15272 26.26924
O12 31.08722 17.48862 25.59652
O13 31.83830 19.47956 25.30612
N8 22.37818 21.41930 23.82278
O14 23.02083 22.05997 22.92023
O15 22.90170 21.30709 24.90988
O16 21.27172 21.01397 23.62168
N9 23.59608 15.27298 21.48101
O17 23.31049 16.26213 20.71769
O18 23.88935 15.53450 22.67127
O19 23.56090 14.13205 21.03876

Löwdin atomic charge list, values in e, 2 entries: C 0.024; C -0.459